Record 1
# C34H39N2O18

A cluster of 4 separate species, C34H39N2O18 in total at a distorted geometry (ωB97M-V/def2-TZVPD, OMol25).

Computed properties:
Frontier orbital gap in eV: 6.63
Energy above the lowest of the compared OMol25 structures with the same formula, charge and spin in kcal per mole: 285.6
Charge: +1
2S+1: 1

CARTESIAN COORDINATES (ANGSTROEM)
C (2.500, -5.388, 0.069)
C (1.973, -4.313, -1.072)
C (3.106, -3.230, -1.556)
O (4.118, -2.889, -0.545)
C (3.646, -1.873, 0.407)
O (3.914, -2.085, 1.725)
C (2.843, -0.489, 0.051)
C (3.588, 0.724, -0.773)
O (5.017, 0.638, -1.222)
C (4.947, 0.224, -2.640)
C (6.393, 0.226, -3.422)
C (7.705, 0.111, -2.446)
C (2.705, 2.067, -1.092)
N (1.263, 2.209, -0.657)
C (0.470, 1.132, 0.113)
C (-1.088, 1.508, 0.454)
O (-1.933, 0.383, 0.874)
C (-3.329, 0.526, 0.437)
O (-3.676, -0.705, -0.302)
C (-4.675, -0.335, -1.325)
C (-5.384, -1.638, -2.034)
O (-6.857, -1.658, -1.852)
C (1.253, -0.251, 0.514)
N (0.563, -1.339, 1.306)
H (1.821, -6.359, -0.051)
H (3.598, -5.727, -0.153)
H (2.320, -4.951, 1.138)
H (0.943, -3.833, -0.749)
H (1.719, -4.975, -2.032)
H (2.551, -2.318, -2.034)
H (3.699, -3.753, -2.451)
H (4.462, -0.866, -2.632)
H (4.224, 0.916, -3.279)
H (6.454, 1.225, -4.056)
H (6.340, -0.657, -4.221)
H (7.411, -0.567, -1.522)
H (8.596, -0.367, -3.070)
H (7.993, 1.215, -2.108)
H (3.268, 2.939, -1.681)
H (0.776, 3.118, -0.894)
H (-1.047, 2.346, 1.303)
H (-1.506, 2.084, -0.505)
H (-3.577, 1.522, -0.125)
H (-3.992, 0.518, 1.429)
H (-5.495, 0.316, -0.758)
H (-4.203, 0.327, -2.180)
H (-5.198, -1.552, -3.200)
H (-4.935, -2.676, -1.710)
H (-7.199, -2.564, -2.140)
H (-0.039, -0.944, 2.084)
H (1.229, -1.975, 1.798)
C (2.722, 3.567, 4.947)
C (2.122, 3.440, 3.762)
C (0.656, 3.654, 3.612)
O (0.135, 3.549, 2.507)
C (-0.120, 3.984, 4.818)
C (0.480, 4.107, 6.003)
C (1.950, 3.921, 6.148)
O (2.476, 4.059, 7.247)
O (-0.243, 4.414, 7.140)
O (2.841, 3.106, 2.630)
H (3.788, 3.417, 5.071)
H (-1.188, 4.119, 4.697)
H (0.416, 4.449, 7.867)
H (2.182, 3.077, 1.902)
C (-5.365, 3.269, 3.794)
C (-6.605, 3.719, 3.991)
C (-6.925, 4.641, 5.116)
O (-8.070, 5.053, 5.260)
C (-5.833, 5.021, 6.026)
C (-4.593, 4.568, 5.832)
C (-4.269, 3.668, 4.690)
O (-3.116, 3.283, 4.527)
O (-3.563, 4.918, 6.685)
O (-7.641, 3.346, 3.154)
H (-5.118, 2.601, 2.979)
H (-6.082, 5.677, 6.851)
H (-2.766, 4.466, 6.332)
H (-8.436, 3.804, 3.503)
C (1.485, -4.987, -6.242)
C (0.884, -5.114, -7.427)
C (-0.582, -4.900, -7.578)
O (-1.103, -5.005, -8.683)
C (-1.358, -4.570, -6.372)
C (-0.757, -4.447, -5.187)
C (0.712, -4.634, -5.042)
O (1.239, -4.496, -3.942)
O (-1.481, -4.140, -4.049)
O (1.603, -5.449, -8.560)
H (2.550, -5.138, -6.119)
H (-2.425, -4.435, -6.493)
H (-0.822, -4.105, -3.322)
H (0.945, -5.477, -9.288)

Record 2
# C34H39N3O11Y

A structure of composition C34H39N3O11Y at a distorted geometry (ωB97M-V/def2-TZVPD, OMol25).

Computed properties:
Frontier orbital gap in eV: 6.30
Energy above the lowest of the compared OMol25 structures with the same formula, charge and spin in kcal per mole: 0.6
Charge: -1
2S+1: 1

CARTESIAN COORDINATES (ANGSTROEM)
Y (-0.225, -0.394, -0.654)
C (2.026, -0.842, 1.487)
C (1.465, 0.166, 2.286)
C (0.071, -0.129, 2.402)
C (-0.178, -1.299, 1.639)
C (1.057, -1.772, 1.077)
C (1.380, -3.227, 0.741)
C (2.374, -3.310, -0.428)
C (0.117, -4.032, 0.414)
C (2.038, -3.866, 1.975)
C (-1.044, 0.404, 3.315)
C (-0.786, -0.111, 4.741)
C (-1.191, 1.933, 3.323)
C (-2.418, -0.146, 2.889)
C (2.320, 1.347, 2.773)
C (2.243, 1.563, 4.291)
C (3.804, 1.095, 2.456)
C (1.944, 2.638, 2.022)
H (3.070, -0.918, 1.213)
H (-1.041, -1.934, 1.764)
H (1.935, -2.908, -1.341)
H (2.666, -4.351, -0.612)
H (3.276, -2.733, -0.209)
H (-0.486, -3.556, -0.357)
H (-0.505, -4.148, 1.306)
H (0.395, -5.030, 0.063)
H (2.994, -3.384, 2.194)
H (2.215, -4.937, 1.810)
H (1.391, -3.748, 2.850)
H (0.158, 0.257, 5.144)
H (-0.740, -1.204, 4.736)
H (-1.596, 0.203, 5.411)
H (-0.319, 2.445, 3.722)
H (-2.050, 2.214, 3.941)
H (-1.376, 2.300, 2.310)
H (-2.501, -1.221, 3.075)
H (-2.612, 0.047, 1.836)
H (-3.196, 0.348, 3.477)
H (2.473, 0.632, 4.818)
H (1.268, 1.914, 4.623)
H (2.980, 2.315, 4.590)
H (4.167, 0.186, 2.947)
H (4.393, 1.940, 2.823)
H (3.968, 1.014, 1.379)
H (0.897, 2.907, 2.156)
H (2.116, 2.499, 0.954)
H (2.565, 3.474, 2.365)
O (-0.307, -2.744, -4.660)
C (0.089, -2.065, -3.584)
O (-0.089, -2.477, -2.469)
C (0.774, -0.785, -3.887)
C (0.945, -0.330, -5.177)
C (1.532, 0.908, -5.352)
C (1.986, 1.590, -4.243)
C (1.849, 1.015, -2.988)
N (1.188, -0.134, -2.803)
C (2.696, 1.553, -1.847)
O (2.887, 2.856, -1.805)
O (3.313, 0.757, -1.188)
H (-0.725, -3.553, -4.339)
H (0.592, -0.922, -6.008)
H (1.650, 1.327, -6.343)
H (2.488, 2.545, -4.330)
H (2.034, 3.364, -1.958)
O (-1.644, 5.845, -1.060)
C (-1.461, 4.664, -0.940)
C (-0.213, 3.900, -1.274)
O (0.781, 4.319, -1.893)
C (-0.398, 2.593, -0.744)
C (-1.740, 2.357, -0.368)
O (-2.150, 1.203, -0.093)
C (-2.460, 3.655, -0.377)
O (-3.584, 3.890, -0.016)
O (0.468, 1.642, -0.656)
C (-4.886, -2.049, -1.381)
N (-3.980, -1.237, -2.182)
C (-4.411, -0.533, -3.280)
C (-3.590, 0.255, -3.985)
C (-2.207, 0.438, -3.543)
O (-1.420, 1.173, -4.130)
N (-1.838, -0.263, -2.409)
C (-2.678, -1.070, -1.755)
O (-2.274, -1.698, -0.744)
H (-5.709, -2.387, -2.007)
H (-5.279, -1.479, -0.537)
H (-4.344, -2.901, -0.987)
H (-5.455, -0.660, -3.535)
H (-3.933, 0.796, -4.856)